1) This record from the OMol25 dataset describes C30H33MgN5O2 as an isolated structure. The level of theory is wB97M-V/def2-TZVPD.

Spin multiplicity: 1
Highest occupied orbital energy, eV: -6.6
Orbital gap, eV: 6.814

Geometry as XYZ:
```
71
C30H33MgN5O2 (wB97M-V/def2-TZVPD)
Mg -0.1833 -0.2165 -0.5824
C -1.6488 0.1500 -3.4616
N -1.6436 -1.0344 -2.5801
C -1.3476 -2.2289 -3.4001
C -0.4117 -3.2280 -2.7448
C 0.9335 -2.6055 -2.3617
N 0.9878 -1.9576 -1.0371
C 1.4473 -2.7457 -0.1119
C 2.0545 -2.4120 1.1517
C 1.9026 -3.2946 2.2470
C 2.5825 -3.1303 3.4204
C 3.5237 -2.0770 3.5144
C 3.7764 -1.2503 2.4602
C 3.0684 -1.3448 1.2002
O 3.3147 -0.5688 0.2556
C -2.9838 -1.1471 -1.9737
C -3.1986 -2.3185 -1.0114
C -2.2893 -2.3242 0.2419
N -1.8351 -0.9681 0.5127
C -2.5866 -0.2115 1.2260
C -2.4295 1.2235 1.3357
C -2.9802 1.9108 2.4285
C -2.8519 3.2740 2.5574
C -2.1851 3.9890 1.5498
C -1.6749 3.3510 0.4434
C -1.7738 1.9450 0.2873
O -1.3145 1.3485 -0.7720
H -2.3859 0.0417 -4.2686
H -0.6618 0.2761 -3.9111
H -1.8773 1.0399 -2.8810
H -0.8638 -1.8996 -4.3210
H -2.2809 -2.7229 -3.6957
H -0.2330 -4.0299 -3.4658
H -0.8593 -3.6893 -1.8618
H 1.2069 -1.8489 -3.1039
H 1.6974 -3.3800 -2.4063
H 1.4764 -3.8197 -0.3524
H 1.1856 -4.1072 2.1575
H 2.4170 -3.7981 4.2560
H 4.0640 -1.9326 4.4449
H 4.5097 -0.4555 2.5363
H -3.7349 -1.2336 -2.7710
H -3.1708 -0.2133 -1.4463
H -3.1019 -3.2746 -1.5329
H -4.2389 -2.2434 -0.6848
H -1.4107 -2.9447 0.0738
H -2.8460 -2.7449 1.0850
H -3.4307 -0.6636 1.7628
H -3.4951 1.3369 3.1946
H -3.2600 3.7884 3.4179
H -2.0749 5.0633 1.6458
H -1.1537 3.9009 -0.3339
N 0.5004 0.4010 1.5924
C 1.1743 1.6444 1.5084
C 1.4048 2.4448 2.5915
C 2.0639 3.6832 2.4504
C 2.4955 4.1073 1.2276
C 2.2537 3.3136 0.0814
C 2.6300 3.7097 -1.2213
C 2.3538 2.8947 -2.2787
C 1.6745 1.6868 -2.0444
N 1.2884 1.2924 -0.8565
C 1.5847 2.0805 0.2177
H 0.1281 0.2401 2.5139
H 1.1414 -0.3689 1.3824
H 1.0930 2.1115 3.5754
H 2.2444 4.2882 3.3303
H 3.0327 5.0426 1.1186
H 3.1319 4.6600 -1.3603
H 2.6285 3.1711 -3.2879
H 1.4456 1.0234 -2.8745
```


2) This record from the OMol25 dataset describes C30H33MgN5O2 as an isolated structure. The level of theory is wB97M-V/def2-TZVPD.

Spin multiplicity: 1
Highest occupied orbital energy, eV: -7.2
Orbital gap, eV: 7.514

Geometry as XYZ:
```
71
C30H33MgN5O2 (wB97M-V/def2-TZVPD)
Mg -0.1546 0.0532 -0.2655
C -0.8735 -0.9771 -2.9881
N -1.7252 -1.0598 -1.7813
C -2.8458 -0.1191 -2.0186
C -3.8107 0.2073 -0.8790
C -3.1369 0.6855 0.4160
N -1.8981 1.3354 0.0643
C -1.7974 2.6040 0.0741
C -0.6708 3.3356 -0.4705
C -0.6026 4.7114 -0.2157
C 0.3855 5.5050 -0.7546
C 1.3212 4.9099 -1.6053
C 1.2708 3.5657 -1.8943
C 0.2860 2.7160 -1.3295
O 0.2843 1.4502 -1.6109
C -2.1893 -2.4589 -1.7206
C -2.8410 -2.9778 -0.4447
C -1.8611 -3.3777 0.6503
N -1.2340 -2.2176 1.2539
C -1.4031 -2.0938 2.5161
C -0.9288 -1.0241 3.3651
C -1.2692 -1.0773 4.7257
C -0.8887 -0.0947 5.6086
C -0.1368 0.9818 5.1217
C 0.2194 1.0625 3.7976
C -0.1585 0.0610 2.8664
O 0.1961 0.1442 1.6350
H -1.4335 -1.2906 -3.8805
H -0.0103 -1.6312 -2.8676
H -0.5198 0.0424 -3.1155
H -3.4320 -0.4892 -2.8747
H -2.3790 0.8144 -2.3313
H -4.4996 -0.6118 -0.6725
H -4.4300 1.0216 -1.2682
H -2.8968 -0.1621 1.0610
H -3.8102 1.3535 0.9678
H -2.6187 3.2131 0.4755
H -1.3574 5.1521 0.4278
H 0.4273 6.5635 -0.5379
H 2.1000 5.5167 -2.0535
H 1.9932 3.1074 -2.5589
H -1.3148 -3.0860 -1.9189
H -2.8730 -2.6185 -2.5699
H -3.4092 -3.8685 -0.7292
H -3.5646 -2.2754 -0.0373
H -1.0883 -4.0216 0.2103
H -2.3825 -3.9843 1.4050
H -1.9702 -2.8679 3.0564
H -1.8555 -1.9213 5.0756
H -1.1632 -0.1502 6.6531
H 0.1732 1.7693 5.7992
H 0.8012 1.8944 3.4196
N 1.1337 -2.0183 -0.4442
C 2.4727 -1.9676 -0.8704
C 3.1204 -3.0012 -1.4907
C 4.4676 -2.8557 -1.8958
C 5.1564 -1.7010 -1.6621
C 4.5072 -0.6108 -1.0310
C 5.1300 0.6252 -0.7392
C 4.4059 1.6187 -0.1460
C 3.0384 1.3983 0.1351
N 2.4352 0.2687 -0.1186
C 3.1558 -0.7368 -0.6651
H 1.0031 -1.6972 0.5202
H 0.7319 -2.9427 -0.5166
H 2.6098 -3.9427 -1.6560
H 4.9575 -3.6889 -2.3826
H 6.1943 -1.6022 -1.9543
H 6.1744 0.7686 -0.9895
H 4.8498 2.5748 0.0944
H 2.4323 2.1899 0.5609
```


Relative to the most stable structure, the computed energies are 1) 106.2; 2) 0.0, all in kJ/mol.


1) This record from the OMol25 dataset describes one molecule with the formula C4HNO2. The level of theory is wB97M-V/def2-TZVPD.

Spin multiplicity: 1
Highest occupied orbital energy (spin up / spin down), eV: -9.8 / -9.7
Orbital gap (spin up / spin down), eV: 7.825 / 7.703

Geometry as XYZ:
```
8
C4HNO2 (wB97M-V/def2-TZVPD)
C -1.3614 1.2476 -0.0078
C -1.5127 -0.1160 0.0160
C 1.1215 -1.1406 0.0553
C 2.1933 -0.4269 -0.0261
N -1.1376 2.3810 0.0062
O -0.2669 -0.9652 0.0555
O 3.3429 -0.2369 -0.0661
H -2.3792 -0.7430 -0.0329
```


2) This record from the OMol25 dataset describes one molecule with the formula C4HNO2. The level of theory is wB97M-V/def2-TZVPD.

Spin multiplicity: 1
Highest occupied orbital energy (spin up / spin down), eV: -9.7 / -9.6
Orbital gap (spin up / spin down), eV: 8.049 / 7.667

Geometry as XYZ:
```
8
C4HNO2 (wB97M-V/def2-TZVPD)
C 0.9145 -1.1983 0.0015
C 1.3251 0.1348 -0.0025
C -0.8037 1.1873 0.0064
C -1.8494 0.4422 -0.0001
N 0.5459 -2.2889 0.0033
O 0.4866 1.1490 0.0093
O -2.9843 0.1637 -0.0126
H 2.3654 0.4102 -0.0052
```


3) This record from the OMol25 dataset describes one molecule with the formula C4HNO2. The level of theory is wB97M-V/def2-TZVPD.

Structure (SMILES): C#Cn1c(=O)c1=O
Spin multiplicity: 1
Highest occupied orbital energy, eV: -10.0
Orbital gap, eV: 9.263

Geometry as XYZ:
```
8
C4HNO2 (wB97M-V/def2-TZVPD)
C 0.6677 -1.3738 0.2291
C 0.5094 -2.4283 -0.3247
C 2.2822 0.5606 -0.1963
C 2.7750 -0.8255 0.2070
N 1.6263 -0.4708 0.7444
O 2.3056 1.6310 -0.4883
O 3.2083 -1.9163 -0.0375
H -0.3167 -3.0791 -0.3444
```


Relative to the most stable structure, the computed energies are 1) 128.4; 2) 0.0; 3) 86.0, all in kJ/mol.


1) This record from the OMol25 dataset describes C4H8ClNO as an isolated structure. The level of theory is wB97M-V/def2-TZVPD.

Spin multiplicity: 1
Highest occupied orbital energy, eV: -8.7
Orbital gap, eV: 9.541

Geometry as XYZ:
```
15
C4H8ClNO (wB97M-V/def2-TZVPD)
C 1.9388 -0.5590 -0.0593
C -0.9245 -1.2697 -0.0468
C -0.8064 0.1997 0.1469
C 0.4256 0.6442 -0.5681
N 2.8649 0.0515 0.6866
O 1.8201 -1.5947 -0.6339
Cl 0.9734 2.2936 -0.2543
H -1.2600 -1.5253 -1.0716
H -0.0306 -1.7654 0.2725
H -1.7598 -1.4551 0.6312
H -0.8033 0.5758 1.1235
H -1.6473 0.5994 -0.3320
H 0.3205 0.4634 -1.7215
H 2.5679 0.9654 1.0064
H 3.2840 -0.6478 1.3011
```


2) This record from the OMol25 dataset describes one molecule with the formula C4H8ClNO. The level of theory is wB97M-V/def2-TZVPD.

Structure (SMILES): N[C@@H]1C[C@@]1(Cl)CO
Spin multiplicity: 1
Highest occupied orbital energy, eV: -8.7
Orbital gap, eV: 9.297

Geometry as XYZ:
```
15
C4H8ClNO (wB97M-V/def2-TZVPD)
C -1.2383 -0.9043 -0.3192
C -0.5262 -1.1402 0.9335
C 0.1442 -0.2545 -0.0522
C 1.3814 -0.8090 -0.6060
H -2.1912 0.6149 0.7490
H -2.9558 0.3038 -1.0901
H -1.3277 -1.4787 -1.4150
H 0.2394 -1.9043 1.2076
H -1.0036 -0.6905 1.7602
H 1.5746 -0.9033 -1.8041
H 1.4320 -2.0214 -0.5586
H 2.5904 0.8693 -0.1513
N -2.4760 -0.0299 -0.1494
O 2.3701 -0.2105 0.2671
Cl 0.0851 1.5148 0.0279
```


3) This record from the OMol25 dataset describes C4H8ClNO as an isolated structure. The level of theory is wB97M-V/def2-TZVPD.

Spin multiplicity: 1
Highest occupied orbital energy, eV: -9.2
Orbital gap, eV: 9.796

Geometry as XYZ:
```
15
C4H8ClNO (wB97M-V/def2-TZVPD)
C 2.1830 0.1205 -0.2380
C -0.7076 1.0709 0.9277
C -1.1052 -1.2758 -0.0177
C -0.4527 0.1048 -0.1802
N 1.2626 -0.3134 0.4296
O -0.4523 0.5772 -1.5054
Cl 3.7768 -0.0360 0.3604
H 1.9726 0.7018 -1.1273
H -0.3898 2.0839 0.5487
H -1.7830 1.0471 1.2898
H -0.0608 0.7873 1.7913
H -2.2459 -1.1911 0.1103
H -0.6713 -1.8673 0.8057
H -0.9671 -1.9012 -0.8671
H -0.3593 0.0914 -2.3279
```


Relative to the most stable structure, the computed energies are 1) 0.0; 2) 309.8; 3) 66.1, all in kJ/mol.